{
  "formula": "C31H33N2OSSm",
  "method": "ωB97M-V with the def2-TZVPD basis set",
  "s2": 8.760,
  "e_above_lowest_kj_mol": 0.0,
  "max_force_ev_per_a": 4.019,
  "spin_multiplicity": 6,
  "elements": ["Sm", "C", "C", "C", "C", "C", "C", "C", "C", "C", "C", "N", "C", "C", "C", "C", "C", "N", "H", "H", "H", "H", "H", "H", "H", "H", "H", "H", "H", "H", "H", "H", "H", "H", "H", "C", "C", "O", "S", "C", "C", "C", "C", "C", "C", "C", "C", "H", "H", "H", "H", "H", "H", "H", "C", "C", "C", "C", "C", "C", "H", "H", "H", "H", "H", "H", "H", "H", "H"],
  "coordinates": [[0.008, -1.812, -1.073], [2.523, 0.598, -2.025], [1.160, 1.176, -1.589], [1.247, 1.818, -0.227], [1.716, 3.137, -0.180], [1.907, 3.777, 1.056], [1.638, 3.068, 2.226], [1.233, 1.733, 2.236], [1.191, 1.078, 3.593], [2.512, 0.527, 4.168], [0.997, 1.083, 0.973], [0.610, -0.270, 0.865], [0.649, -1.166, 1.883], [-0.132, -2.379, 1.945], [-0.334, -3.258, 3.073], [-0.915, -4.421, 2.551], [-1.049, -4.234, 1.167], [-0.572, -2.991, 0.774], [2.373, -0.070, -2.898], [2.934, 0.013, -1.200], [3.243, 1.386, -2.294], [0.345, 0.431, -1.624], [0.858, 1.947, -2.313], [1.940, 3.644, -1.130], [2.283, 4.816, 1.130], [1.764, 3.555, 3.188], [0.417, 0.288, 3.623], [0.833, 1.862, 4.270], [3.007, -0.194, 3.494], [2.320, 0.030, 5.130], [3.242, 1.345, 4.306], [1.409, -1.106, 2.674], [-0.104, -3.010, 4.106], [-1.275, -5.298, 3.098], [-1.451, -4.929, 0.440], [-7.838, 5.778, 0.073], [-7.099, 4.465, -0.205], [-6.215, 4.097, 0.557], [-7.649, 3.605, -1.657], [-6.356, 2.478, -1.655], [-6.246, 1.409, -0.724], [-5.216, 0.472, -0.841], [-4.234, 0.596, -1.855], [-4.363, 1.600, -2.802], [-5.429, 2.512, -2.706], [-3.141, -0.282, -1.894], [-2.115, -1.003, -1.843], [-8.138, 5.801, 1.127], [-8.725, 5.855, -0.564], [-7.199, 6.653, -0.104], [-6.965, 1.346, 0.105], [-5.121, -0.372, -0.127], [-3.636, 1.619, -3.623], [-5.557, 3.245, -3.518], [5.344, -3.433, -2.971], [4.725, -3.418, -1.564], [5.334, -2.353, -0.646], [4.754, -4.823, -0.944], [3.317, -3.087, -1.742], [2.107, -2.803, -1.755], [6.398, -3.751, -2.930], [5.266, -2.445, -3.425], [4.793, -4.136, -3.587], [6.400, -2.536, -0.440], [4.804, -2.376, 0.314], [5.227, -1.364, -1.106], [5.782, -5.226, -0.839], [4.163, -5.509, -1.565], [4.299, -4.790, 0.043]],
  "forces_ev_per_angstrom": [[0.3383, 0.3239, 0.3143], [-0.4696, -0.4311, -0.3540], [0.2260, 0.4266, -0.1657], [-0.0790, -0.0999, 0.5902], [-0.0959, -0.0005, 0.5924], [0.0173, 0.0421, -0.2278], [0.0015, 0.1262, -0.4091], [0.4034, -0.3315, -1.1064], [-0.8817, -0.0779, 0.4404], [0.2329, 0.1627, -0.4256], [1.4714, 0.5042, 0.5921], [-0.9355, -2.0469, 1.2048], [0.2710, 0.8993, -1.1687], [0.6943, -0.6887, 0.2908], [0.4160, 0.8422, -1.3795], [-0.3568, 0.1875, -0.1758], [0.5604, 1.2482, -0.1151], [-0.9812, -1.6618, 1.5633], [0.3506, 0.3464, 0.4602], [0.1542, -0.1017, -0.1789], [-0.3621, -0.1598, 0.1595], [0.1561, 0.5337, -0.0831], [-0.1039, -0.3003, 0.1520], [-0.1391, -0.1694, 0.5207], [-0.3471, -0.7773, -0.2022], [0.0875, 0.0172, -0.0803], [0.2850, 0.4824, 0.0676], [0.0536, -0.2029, 0.0966], [-0.2462, 0.1877, 0.2139], [0.1418, 0.2136, -0.2607], [-0.3527, -0.3242, 0.0642], [-0.6720, 0.4160, -0.1305], [-0.0128, -0.1619, -0.3018], [0.2689, 0.4728, -0.2355], [0.0711, 0.1302, 0.0732], [-0.2959, -0.3217, -0.1702], [0.8880, 1.0560, 1.9732], [-1.2365, 0.2007, -1.4663], [-0.3721, 0.6975, 0.5083], [1.6176, -2.4675, -0.6560], [0.0962, 0.1937, -0.1269], [-0.0555, 0.1359, 0.3597], [-1.2892, 0.3488, 0.5240], [-0.4977, 0.4454, -0.1883], [0.2081, 0.0629, -0.5335], [3.2787, -2.3098, 0.2570], [-2.2665, 1.5213, -0.4969], [0.0815, -0.0877, -0.2413], [0.0748, 0.1146, 0.1175], [0.0233, -0.3940, -0.0731], [0.3556, -0.0487, -0.4888], [-0.1490, 0.7918, -0.5268], [-0.4452, 0.2519, 0.3536], [0.1005, -0.2392, 0.5890], [0.5237, -0.0861, 0.3424], [-0.0894, -0.2684, -0.4441], [0.3092, -0.1353, 0.1346], [0.5207, -0.2694, 0.0207], [-2.6300, 0.7489, 0.3922], [1.6210, -0.4092, -0.2895], [-0.2446, 0.1725, -0.0494], [0.1058, -0.0011, -0.0328], [-0.0017, -0.0872, -0.1425], [-0.2326, -0.0193, -0.1767], [0.0807, 0.1727, -0.1602], [0.0270, -0.1407, 0.1838], [-0.4351, 0.2929, -0.1254], [0.2083, 0.1133, 0.1468], [-0.0458, -0.0626, 0.0904]],
  "lowdin_spin": [5.066, 0.000, -0.001, 0.000, 0.000, 0.000, 0.000, 0.000, 0.000, 0.000, -0.001, -0.007, 0.000, 0.000, 0.000, -0.001, -0.001, -0.016, 0.000, 0.000, 0.000, -0.001, 0.000, 0.000, 0.000, 0.000, 0.000, 0.000, 0.000, 0.000, 0.000, 0.000, 0.000, 0.000, 0.000, 0.000, 0.000, 0.000, 0.000, 0.000, 0.000, 0.000, 0.000, 0.000, 0.000, -0.001, -0.020, 0.000, 0.000, 0.000, 0.000, 0.000, 0.000, 0.000, 0.000, 0.000, 0.000, 0.000, -0.003, -0.015, 0.000, 0.000, 0.000, 0.000, 0.000, 0.000, 0.000, 0.000, 0.000]
}

***

{
  "formula": "C31H33N5O13Si2",
  "method": "ωB97M-V with the def2-TZVPD basis set",
  "total_energy_ev": -82490.612,
  "max_force_ev_per_a": 0.372,
  "spin_multiplicity": 1,
  "elements": ["O", "O", "C", "Si", "O", "Si", "H", "H", "H", "H", "H", "H", "H", "H", "C", "C", "C", "C", "C", "C", "N", "O", "O", "H", "H", "H", "H", "H", "C", "C", "C", "C", "C", "C", "N", "O", "O", "H", "H", "H", "H", "H", "C", "C", "C", "C", "C", "C", "N", "O", "O", "H", "H", "H", "H", "H", "C", "C", "C", "C", "C", "C", "N", "O", "O", "H", "H", "H", "H", "H", "C", "C", "C", "C", "C", "C", "N", "O", "O", "H", "H", "H", "H", "H"],
  "coordinates": [[-1.013, -5.649, 4.454], [-1.050, -5.211, 3.084], [-1.632, -3.920, 3.147], [-3.452, -3.934, 3.700], [-3.961, -5.493, 3.903], [-5.427, -6.084, 3.410], [-1.305, -6.564, 4.350], [-1.587, -3.545, 2.120], [-1.016, -3.253, 3.760], [-3.645, -3.148, 4.938], [-4.271, -3.308, 2.636], [-5.364, -7.555, 3.477], [-6.486, -5.580, 4.310], [-5.716, -5.664, 2.024], [0.566, 0.409, -0.657], [0.215, -0.550, -1.597], [-0.970, -1.256, -1.471], [-1.783, -0.976, -0.387], [-1.456, -0.027, 0.567], [-0.266, 0.668, 0.424], [-3.048, -1.713, -0.240], [-3.316, -2.560, -1.071], [-3.758, -1.444, 0.710], [1.491, 0.952, -0.774], [0.876, -0.732, -2.433], [-1.259, -2.005, -2.193], [-2.121, 0.158, 1.397], [0.013, 1.413, 1.157], [-6.258, -3.131, -2.258], [-6.572, -2.944, -0.918], [-7.895, -2.978, -0.505], [-8.879, -3.202, -1.450], [-8.592, -3.389, -2.790], [-7.266, -3.351, -3.189], [-10.288, -3.247, -1.014], [-10.520, -3.062, 0.164], [-11.133, -3.469, -1.858], [-5.225, -3.108, -2.573], [-5.787, -2.771, -0.195], [-8.163, -2.834, 0.531], [-9.390, -3.560, -3.496], [-7.019, -3.496, -4.233], [4.213, 3.196, -4.912], [3.541, 2.885, -6.087], [2.849, 1.689, -6.200], [2.855, 0.825, -5.121], [3.522, 1.109, -3.943], [4.204, 2.311, -3.842], [2.096, -0.437, -5.218], [1.490, -0.660, -6.243], [2.109, -1.170, -4.246], [4.744, 4.135, -4.828], [3.549, 3.577, -6.918], [2.314, 1.429, -7.101], [3.498, 0.406, -3.123], [4.721, 2.559, -2.925], [1.373, 6.757, 2.776], [1.031, 5.427, 2.983], [1.523, 4.445, 2.140], [2.353, 4.824, 1.101], [2.710, 6.142, 0.875], [2.208, 7.113, 1.725], [2.893, 3.787, 0.210], [2.545, 2.633, 0.397], [3.668, 4.126, -0.660], [0.988, 7.520, 3.440], [0.383, 5.153, 3.804], [1.275, 3.404, 2.287], [3.364, 6.395, 0.054], [2.474, 8.150, 1.568], [6.565, 0.726, 0.529], [5.738, 1.712, 1.051], [6.121, 2.410, 2.185], [7.334, 2.102, 2.772], [8.173, 1.123, 2.273], [7.777, 0.430, 1.139], [7.750, 2.850, 3.974], [6.987, 3.693, 4.404], [8.829, 2.582, 4.460], [6.262, 0.183, -0.357], [4.796, 1.938, 0.573], [5.496, 3.181, 2.611], [9.111, 0.912, 2.764], [8.417, -0.341, 0.733]],
  "forces_ev_per_angstrom": [[0.1172, -0.0941, -0.0381], [0.0896, 0.0317, 0.1195], [-0.2321, 0.1929, -0.1859], [0.2034, 0.0269, 0.0784], [-0.2346, 0.1823, -0.2236], [0.0845, -0.1836, 0.1282], [-0.1093, 0.0334, 0.0445], [0.0757, -0.0693, -0.0103], [0.0208, -0.0407, 0.0212], [0.0320, -0.0713, 0.0442], [-0.0424, -0.0159, 0.0179], [-0.0064, 0.0005, 0.0218], [-0.0269, -0.0133, -0.0351], [0.0024, 0.0289, -0.0080], [-0.1278, -0.1300, -0.0561], [0.0819, 0.1225, 0.0052], [0.0302, -0.0098, -0.0220], [0.0145, 0.0124, 0.0026], [0.0176, 0.0421, 0.0422], [0.0134, -0.0051, -0.0094], [-0.0315, -0.0579, 0.0321], [0.0864, 0.0345, -0.0099], [0.0242, 0.0349, -0.0031], [0.0409, 0.0548, 0.0488], [-0.0696, -0.1211, -0.0220], [-0.0350, -0.0020, 0.0207], [-0.0302, -0.0261, -0.0206], [0.0072, 0.0078, 0.0032], [-0.0759, -0.0129, -0.0055], [-0.0399, -0.0221, -0.0175], [0.0544, 0.0195, 0.0534], [-0.0028, -0.0069, 0.0017], [0.0146, -0.0089, -0.0706], [0.0266, 0.0047, 0.0174], [-0.0014, 0.0024, 0.0010], [-0.0013, -0.0020, -0.0082], [0.0034, 0.0074, 0.0065], [0.0110, 0.0052, 0.0200], [0.0188, 0.0021, -0.0124], [-0.0396, -0.0101, -0.0103], [-0.0267, -0.0008, 0.0328], [-0.0004, -0.0009, 0.0004], [-0.0156, -0.0157, -0.0100], [0.0121, 0.0073, 0.0276], [0.0104, 0.0351, -0.0623], [-0.0271, 0.0106, 0.0082], [0.0075, 0.0312, 0.0612], [0.0206, 0.0080, -0.0081], [-0.0021, 0.1042, 0.0747], [0.0412, -0.0233, -0.0071], [0.0121, -0.0948, -0.0893], [0.0043, -0.0021, 0.0011], [0.0023, -0.0017, -0.0018], [-0.0153, -0.0339, 0.0200], [-0.0159, -0.0253, -0.0234], [-0.0198, 0.0122, 0.0077], [0.0061, -0.0115, -0.0091], [0.0107, 0.0279, -0.0080], [-0.0449, -0.0302, 0.0562], [0.0173, 0.0141, 0.0115], [0.0107, 0.0649, -0.0173], [-0.0165, -0.0076, 0.0209], [0.0019, -0.0809, -0.0409], [0.0034, 0.1481, 0.0591], [0.0016, 0.0114, -0.0064], [-0.0029, 0.0009, -0.0025], [0.0005, 0.0001, 0.0003], [0.0285, -0.0138, -0.0324], [0.0053, -0.0401, -0.0064], [0.0006, -0.0001, 0.0010], [0.0205, 0.0079, 0.0277], [0.0789, -0.0330, -0.0172], [-0.0917, 0.0340, -0.0402], [0.0049, 0.0072, 0.0007], [0.0456, -0.0538, -0.0271], [-0.0236, 0.0092, -0.0085], [-0.0046, -0.0035, -0.0011], [0.0079, -0.0034, 0.0003], [-0.0092, 0.0010, 0.0024], [-0.0003, -0.0036, 0.0044], [-0.0266, -0.0385, -0.0162], [0.0323, 0.0068, 0.0295], [-0.0078, 0.0323, 0.0258], [-0.0001, 0.0003, -0.0002]],
  "mulliken_charge": [-0.372, -0.267, -0.198, 0.396, -0.003, 0.350, 0.323, 0.128, 0.353, -0.154, -0.169, -0.133, -0.122, -0.133, -0.646, -0.265, -0.683, -0.089, -0.447, -0.196, 1.132, -0.608, -0.609, 0.599, 0.496, 0.542, 0.495, 0.285, -0.374, -0.114, -0.634, 0.088, -0.448, -0.433, 1.010, -0.610, -0.612, 0.425, 0.405, 0.463, 0.464, 0.369, -0.602, -0.354, -0.513, 0.125, -0.209, -0.335, 1.084, -0.611, -0.665, 0.402, 0.375, 0.469, 0.445, 0.368, -0.455, -0.605, -0.119, 0.171, -0.388, -0.487, 1.038, -0.570, -0.558, 0.386, 0.392, 0.374, 0.472, 0.381, -0.742, 0.102, -0.290, -0.027, -0.506, -0.401, 1.022, -0.613, -0.608, 0.432, 0.248, 0.529, 0.465, 0.379]
}